# H4N2

A 2-piece molecular cluster, H4N2 overall (ωB97M-V/def2-TZVPD, OMol25).

Last column: natural (NBO) charge in e.
Positions of all 6 atoms, in Å:
N1 1.992 0.132 0.010  -0.68
N2 -1.750 -0.079 0.175  -0.62
H1 1.273 0.356 0.714  0.34
H2 2.240 -0.723 -0.485  0.33
H3 -1.191 -0.084 -0.675  0.32
H4 -2.563 0.398 0.261  0.30

For the frontier orbital gap (alpha / beta), the calculation gives 9.288 / 9.642 eV. Its spin multiplicity is 1. The energy above the lowest of the compared OMol25 structures with the same formula, charge and spin is 3.977 eV. The HOMO energy (alpha / beta) comes out at -9.95 / -10.55 eV. For the LUMO energy (alpha / beta), the calculation gives -0.662 / -0.910 eV.